Here is a cluster of 3 separate species, CH6NO4 in total at a distorted geometry from OMol25. Energies are from ωB97M-V/def2-TZVPD.

Computed properties:
Largest force on an atom: 2.61 eV/A
Lowest unoccupied orbital energy: 4.12 eV
Charge: -1
E_HOMO: -4.7 eV
Energy relative to the best compared isomer or geometry (same formula, charge and spin): 7.3 kcal per mole
Molar mass: 96.1 g/mol

The geometry in XYZ format:
```
12
Properties=species:S:1:pos:R:3:forces:R:3
N 0.466 -1.278 0.856 0.58 -1.03 0.58
C -0.501 -1.093 -0.170 -0.88 -1.58 -0.35
O -1.110 -0.015 -0.215 -0.37 2.56 0.35
O -0.749 -2.008 -0.962 1.02 -1.09 0.19
H 0.406 -0.700 1.691 -0.37 0.04 -0.50
H 0.581 -2.268 1.115 -0.07 0.85 -0.47
H -0.143 0.806 -1.607 -0.10 -0.03 -0.14
H 1.348 0.737 -2.000 -1.53 0.59 -0.53
O 0.476 1.119 -2.301 1.54 -0.54 0.62
H -0.832 1.187 0.822 -0.06 -0.05 -0.06
H 0.491 1.644 1.342 0.34 0.18 0.01
O -0.434 1.869 1.431 -0.10 0.09 0.29
```
Positions in Å, forces in eV/Å.